Entry one
{"formula": "C14H42NO10", "method": "ωB97M-V with the def2-TZVPD basis set", "charge": -1, "e_lumo_ev": 2.82, "gap_ev": 9.76, "homo_energy_ev": -6.94, "elements": ["N", "O", "O", "O", "C", "C", "O", "H", "H", "H", "H", "H", "H", "C", "C", "O", "H", "H", "H", "H", "H", "H", "C", "C", "O", "H", "H", "H", "H", "H", "H", "C", "C", "O", "H", "H", "H", "H", "H", "H", "C", "C", "O", "H", "H", "H", "H", "H", "H", "C", "C", "O", "H", "H", "H", "H", "H", "H", "C", "C", "O", "H", "H", "H", "H", "H", "H"], "positions_angstrom": [[-0.72, 0.01, -0.20], [0.30, -0.63, 0.06], [-1.60, 0.07, 0.71], [-1.07, 0.01, -1.40], [2.06, 1.12, -4.99], [1.08, 0.44, -4.04], [0.49, 1.52, -3.10], [2.85, 1.52, -4.38], [1.58, 1.84, -5.53], [2.16, 0.39, -5.92], [1.52, -0.28, -3.33], [0.10, -0.13, -4.39], [-0.03, 1.10, -2.56], [-1.40, -3.93, 3.47], [-1.25, -2.86, 2.40], [-1.87, -1.60, 2.81], [-1.01, -4.86, 3.53], [-2.32, -4.12, 3.66], [-1.17, -3.42, 4.54], [-1.66, -2.91, 1.39], [-0.30, -2.49, 2.15], [-1.46, -0.99, 2.23], [-1.50, 4.68, 2.70], [-1.25, 3.39, 1.95], [-2.19, 2.40, 2.46], [-0.82, 5.39, 2.29], [-1.52, 4.39, 3.73], [-2.44, 4.95, 2.26], [-0.27, 2.95, 2.24], [-1.25, 3.62, 1.00], [-2.16, 1.55, 1.98], [1.94, 0.78, 4.43], [1.17, 0.30, 3.20], [1.96, 0.12, 2.14], [1.21, 1.12, 5.23], [2.75, 1.41, 4.33], [2.61, 0.04, 4.88], [0.37, 1.04, 3.16], [0.63, -0.60, 3.35], [1.40, -0.12, 1.37], [-5.53, 2.78, -1.15], [-4.25, 1.95, -0.87], [-3.46, 1.75, -2.04], [-5.12, 3.65, -1.60], [-5.78, 3.33, -0.33], [-6.12, 2.42, -1.91], [-4.47, 0.96, -0.20], [-3.68, 2.48, -0.26], [-2.56, 1.37, -1.85], [5.37, -0.46, -1.23], [3.98, -0.16, -0.74], [3.13, -1.15, -1.11], [6.05, 0.49, -0.98], [5.65, -0.72, -2.29], [6.00, -1.13, -0.55], [3.75, 0.69, -1.28], [3.83, 0.29, 0.24], [2.31, -1.06, -0.68], [0.55, -4.76, -2.83], [0.63, -3.33, -2.08], [-0.64, -2.77, -2.24], [-0.01, -4.88, -3.65], [0.02, -5.41, -1.95], [1.61, -5.37, -2.73], [1.18, -2.63, -2.54], [1.11, -3.55, -1.15], [-0.47, -1.96, -1.80]], "nbo_charge": [0.72, -0.56, -0.53, -0.53, -0.64, -0.09, -0.76, 0.23, 0.21, 0.21, 0.18, 0.18, 0.46, -0.62, -0.09, -0.75, 0.21, 0.20, 0.20, 0.18, 0.17, 0.48, -0.63, -0.04, -0.77, 0.20, 0.22, 0.20, 0.15, 0.15, 0.50, -0.63, -0.06, -0.75, 0.20, 0.21, 0.19, 0.14, 0.16, 0.50, -0.66, -0.03, -0.76, 0.21, 0.22, 0.21, 0.14, 0.15, 0.50, -0.63, -0.09, -0.73, 0.19, 0.22, 0.20, 0.14, 0.19, 0.49, -0.61, -0.06, -0.72, 0.20, 0.19, 0.19, 0.16, 0.16, 0.48]}

Entry two
{"formula": "C14H42NO10", "method": "ωB97M-V with the def2-TZVPD basis set", "charge": -1, "e_lumo_ev": 2.92, "gap_ev": 10.08, "homo_energy_ev": -7.16, "elements": ["N", "O", "O", "O", "C", "O", "H", "H", "H", "H", "C", "O", "H", "H", "H", "H", "C", "C", "C", "O", "H", "H", "H", "H", "H", "H", "H", "H", "C", "C", "C", "O", "H", "H", "H", "H", "H", "H", "H", "H", "C", "C", "C", "O", "H", "H", "H", "H", "H", "H", "H", "H", "C", "C", "C", "O", "H", "H", "H", "H", "H", "H", "H", "H", "O", "H", "H"], "positions_angstrom": [[-0.76, -1.03, -0.16], [-1.77, -0.35, -0.46], [0.25, -1.02, -0.89], [-0.74, -1.70, 0.90], [-0.58, -2.44, 4.10], [-1.68, -1.81, 3.52], [-0.67, -3.53, 4.12], [0.37, -2.18, 3.61], [-0.48, -2.09, 5.14], [-1.56, -1.79, 2.56], [1.66, -4.10, -0.44], [0.79, -4.16, 0.68], [2.37, -3.28, -0.37], [2.20, -5.05, -0.50], [1.10, -3.97, -1.38], [0.23, -3.37, 0.63], [3.91, -1.27, 2.07], [2.64, -0.82, 1.37], [2.19, 0.54, 1.86], [2.96, -0.78, -0.03], [4.71, -0.54, 1.89], [4.25, -2.21, 1.64], [3.78, -1.36, 3.15], [1.87, -1.59, 1.53], [3.03, 1.24, 1.84], [1.78, 0.48, 2.87], [1.42, 0.98, 1.21], [2.12, -0.66, -0.49], [-1.57, 1.93, 2.30], [-1.17, 1.72, 3.75], [-1.19, 3.01, 4.52], [-2.08, 0.83, 4.42], [-2.60, 2.29, 2.20], [-1.48, 1.01, 1.71], [-0.90, 2.66, 1.84], [-0.17, 1.27, 3.81], [-0.99, 2.84, 5.58], [-2.17, 3.48, 4.43], [-0.47, 3.74, 4.12], [-2.01, -0.02, 3.95], [-2.45, 3.81, -3.19], [-1.83, 2.55, -2.61], [-0.72, 2.88, -1.62], [-2.88, 1.83, -1.97], [-3.34, 3.58, -3.77], [-1.73, 4.32, -3.84], [-2.69, 4.47, -2.36], [-1.41, 1.90, -3.39], [0.06, 3.49, -2.08], [-0.24, 1.98, -1.24], [-1.13, 3.45, -0.77], [-2.46, 1.11, -1.47], [1.49, -1.51, -5.53], [1.27, -0.83, -4.21], [1.25, 0.68, -4.35], [0.01, -1.31, -3.71], [1.59, -2.59, -5.40], [2.39, -1.15, -6.05], [0.67, -1.28, -6.22], [2.05, -1.16, -3.50], [0.46, 0.94, -5.07], [2.20, 1.05, -4.74], [1.03, 1.18, -3.40], [-0.12, -0.89, -2.85], [-4.20, -1.65, 0.56], [-4.51, -2.33, -0.04], [-3.33, -1.39, 0.22]], "nbo_charge": [0.74, -0.54, -0.55, -0.55, -0.24, -0.76, 0.16, 0.17, 0.17, 0.51, -0.25, -0.75, 0.18, 0.16, 0.16, 0.49, -0.61, 0.08, -0.63, -0.75, 0.20, 0.22, 0.20, 0.18, 0.20, 0.21, 0.21, 0.49, -0.64, 0.09, -0.62, -0.76, 0.21, 0.22, 0.20, 0.15, 0.21, 0.20, 0.20, 0.50, -0.62, 0.09, -0.64, -0.74, 0.22, 0.20, 0.20, 0.15, 0.20, 0.22, 0.21, 0.50, -0.61, 0.09, -0.63, -0.74, 0.21, 0.20, 0.20, 0.16, 0.20, 0.20, 0.21, 0.49, -0.96, 0.46, 0.49]}

The least stable of them is entry one.